<P>
{"formula": "C2H7N2S", "method": "ωB97M-V/def2-TZVPD", "lumo_ev": 4.19, "e_homo_ev": -2.6, "total_charge": -1, "orbital_gap_ev": 6.8, "elements": ["S", "N", "N", "C", "C", "H", "H", "H", "H", "H", "H", "H"], "coordinates": [[1.32, 1.48, 0.44], [-3.26, -1.24, 0.38], [-1.59, 0.11, -0.55], [2.93, 0.86, -0.08], [-2.03, -0.83, 0.28], [-3.29, -2.14, 0.84], [3.78, 1.36, 0.37], [3.15, 0.95, -1.16], [-2.16, 0.86, -0.88], [-1.30, -1.50, 0.74], [3.03, -0.22, 0.09], [-0.59, 0.31, -0.46]]}

---

<Q>
{"formula": "C2H7N2S", "method": "ωB97M-V/def2-TZVPD", "lumo_ev": 4.08, "e_homo_ev": -2.7, "total_charge": -1, "orbital_gap_ev": 6.7, "elements": ["S", "N", "N", "C", "C", "H", "H", "H", "H", "H", "H", "H"], "coordinates": [[2.59, -0.50, -0.03], [-2.84, -0.85, -0.20], [-0.59, -1.30, 0.03], [2.01, 1.21, 0.28], [-1.61, -0.50, -0.29], [-0.86, -2.24, 0.28], [1.96, 1.46, 1.34], [-1.33, 0.48, -0.67], [2.69, 1.93, -0.19], [0.38, -0.97, 0.15], [1.01, 1.39, -0.13], [-3.42, -0.10, -0.56]]}

---

Name the least stable of them. <P>.

---

<P>
{"formula": "CH2Br2S", "method": "ωB97M-V/def2-TZVPD", "lumo_ev": -1.41, "e_homo_ev": -9.5, "total_charge": 0, "orbital_gap_ev": 8.1, "elements": ["Br", "Br", "S", "C", "H", "H"], "coordinates": [[0.54, 0.08, -2.08], [-2.87, -0.50, -1.57], [-0.50, 0.38, 0.84], [-0.53, -0.50, -0.65], [-0.26, 1.59, 0.31], [-0.55, -1.57, -0.53]]}

---

<Q>
{"formula": "CH2Br2S", "method": "ωB97M-V/def2-TZVPD", "lumo_ev": -0.26, "e_homo_ev": -9.2, "total_charge": 0, "orbital_gap_ev": 8.9, "smiles": "BrCSBr", "elements": ["Br", "Br", "S", "C", "H", "H"], "coordinates": [[-0.53, 2.33, 0.28], [-1.28, -1.40, 0.67], [0.92, 0.87, 0.90], [0.13, -0.53, -0.28], [-0.34, -0.20, -1.20], [1.10, -1.08, -0.36]]}

---

Name the least stable of them. <P>.

---

<P>
{"formula": "CH7N2S", "method": "ωB97M-V/def2-TZVPD", "lumo_ev": 4.14, "e_homo_ev": -2.7, "total_charge": -1, "orbital_gap_ev": 6.8, "elements": ["S", "N", "N", "C", "H", "H", "H", "H", "H", "H", "H"], "coordinates": [[-2.87, -1.39, 0.53], [1.75, 0.24, 0.45], [-0.51, 0.23, -0.71], [0.93, 0.34, -0.78], [-0.90, 0.83, -0.01], [1.28, 0.88, 1.08], [1.56, -0.65, 0.90], [-0.82, -0.73, -0.56], [-2.77, -0.88, 1.78], [1.06, 1.39, -1.07], [1.29, -0.27, -1.61]]}

---

<Q>
{"formula": "CH7N2S", "method": "ωB97M-V/def2-TZVPD", "lumo_ev": 4.32, "e_homo_ev": -2.9, "total_charge": -1, "orbital_gap_ev": 7.2, "elements": ["S", "N", "N", "C", "H", "H", "H", "H", "H", "H", "H"], "coordinates": [[1.60, -1.88, -0.98], [-0.04, -0.05, 1.12], [-0.82, 0.88, -1.05], [-0.29, 1.13, 0.35], [1.67, -3.25, -0.56], [-1.22, -0.09, -1.01], [0.39, -0.90, 0.69], [-1.03, 1.54, 1.03], [-0.86, -0.21, 1.68], [0.06, 0.87, -1.52], [0.55, 1.96, 0.24]]}

---

Name the least stable of them. <Q>.